(1)
{
  "formula": "C48H66ClN7O11PSScSi2",
  "method": "wB97M-V/def2-TZVPD",
  "symbols": ["Sc", "O", "C", "O", "C", "C", "C", "C", "C", "C", "O", "N", "O", "O", "N", "O", "O", "H", "H", "C", "Si", "C", "C", "N", "C", "C", "C", "C", "C", "C", "N", "Si", "C", "C", "C", "H", "H", "H", "H", "H", "H", "H", "H", "H", "H", "H", "H", "H", "H", "H", "H", "H", "H", "H", "H", "H", "H", "Cl", "C", "C", "C", "C", "C", "C", "C", "H", "H", "H", "H", "H", "H", "C", "C", "C", "C", "P", "C", "C", "C", "C", "C", "C", "C", "C", "C", "C", "H", "H", "H", "H", "H", "H", "H", "H", "H", "H", "H", "H", "H", "H", "H", "H", "H", "H", "H", "H", "H", "H", "H", "C", "C", "S", "O", "O", "C", "C", "N", "C", "N", "C", "C", "N", "O", "O", "C", "H", "H", "H", "H", "H", "H", "H", "H", "H", "H", "H", "H", "H"],
  "xyz": [[-1.624, -0.466, 0.676], [-2.602, 2.938, 2.831], [-2.815, 1.949, 2.147], [-1.888, 1.200, 1.656], [-4.245, 1.541, 1.860], [-5.242, 2.311, 2.388], [-6.589, 1.995, 2.177], [-6.926, 0.876, 1.438], [-5.942, 0.074, 0.900], [-4.540, 0.377, 1.060], [-3.638, -0.316, 0.500], [-6.383, -1.079, 0.150], [-5.609, -1.987, -0.068], [-7.559, -1.104, -0.214], [-7.623, 2.807, 2.738], [-7.307, 3.791, 3.393], [-8.792, 2.490, 2.546], [-4.967, 3.177, 2.974], [-7.961, 0.614, 1.289], [-1.078, -3.277, 4.746], [-1.954, -1.969, 3.659], [-3.837, -1.940, 3.963], [-1.306, -0.333, 4.385], [-1.647, -2.097, 1.965], [-2.130, -3.168, 1.211], [-2.654, -4.318, 1.814], [-3.134, -5.404, 1.100], [-3.099, -5.358, -0.279], [-2.605, -4.227, -0.910], [-2.109, -3.106, -0.226], [-1.617, -1.969, -0.894], [-1.994, -1.848, -2.582], [-3.871, -1.848, -2.888], [-1.211, -3.257, -3.644], [-1.390, -0.281, -3.481], [-1.375, -3.161, 5.791], [0.006, -3.142, 4.695], [-1.286, -4.306, 4.453], [-4.143, -2.391, 4.910], [-4.352, -2.463, 3.154], [-4.183, -0.903, 3.955], [-2.055, 0.100, 5.051], [-1.105, 0.405, 3.613], [-0.391, -0.481, 4.966], [-2.692, -4.353, 2.895], [-3.543, -6.261, 1.622], [-3.469, -6.187, -0.872], [-2.625, -4.218, -1.989], [-4.366, -2.558, -2.225], [-4.134, -2.091, -3.921], [-4.285, -0.864, -2.657], [-0.624, -3.946, -3.034], [-0.554, -2.847, -4.413], [-1.981, -3.846, -4.151], [-0.716, 0.345, -2.905], [-0.875, -0.563, -4.402], [-2.247, 0.331, -3.765], [-1.443, 5.071, -0.288], [-2.486, 4.480, -1.563], [-3.177, 5.419, -2.296], [-4.050, 5.028, -3.307], [-4.214, 3.660, -3.547], [-3.535, 2.719, -2.812], [-2.594, 3.065, -1.782], [-1.832, 2.127, -1.112], [-3.034, 6.470, -2.077], [-4.596, 5.763, -3.884], [-4.889, 3.331, -4.331], [-3.694, 1.666, -3.009], [-1.961, 1.064, -1.307], [-1.114, 2.444, -0.373], [2.313, 1.038, -5.044], [3.078, -0.091, -4.338], [2.870, -1.374, -5.147], [4.561, 0.272, -4.295], [2.180, -0.293, -2.661], [2.869, 1.222, -1.855], [2.018, 2.329, -1.941], [2.418, 3.588, -1.516], [3.682, 3.760, -0.973], [4.525, 2.663, -0.844], [4.126, 1.407, -1.279], [2.915, -1.791, -1.770], [2.078, -2.987, -2.245], [4.402, -2.101, -1.918], [2.547, -1.593, -0.293], [2.750, 1.222, -6.032], [2.358, 1.967, -4.477], [1.263, 0.773, -5.174], [3.164, -1.205, -6.188], [1.819, -1.668, -5.132], [3.468, -2.201, -4.760], [4.912, 0.449, -5.318], [5.165, -0.525, -3.862], [4.725, 1.184, -3.723], [1.016, 2.199, -2.340], [1.733, 4.423, -1.582], [4.004, 4.740, -0.639], [5.509, 2.792, -0.406], [4.808, 0.577, -1.153], [2.204, -3.194, -3.309], [1.022, -2.794, -2.053], [2.369, -3.883, -1.687], [4.664, -2.349, -2.947], [4.642, -2.967, -1.292], [5.030, -1.278, -1.579], [1.469, -1.388, -0.180], [3.122, -0.802, 0.183], [2.753, -2.522, 0.249], [7.186, 1.925, 1.137], [7.107, 1.244, 2.491], [5.486, 0.499, 2.843], [5.690, -0.293, 4.024], [5.031, -0.133, 1.634], [4.357, 1.870, 3.220], [3.159, 1.446, 4.082], [2.247, 0.533, 3.415], [1.338, 0.893, 2.473], [0.740, -0.160, 1.950], [1.261, -1.253, 2.560], [2.186, -0.861, 3.490], [2.788, -1.675, 4.468], [2.845, -2.867, 4.236], [3.145, -1.176, 5.527], [0.991, 2.306, 2.196], [8.227, 2.110, 0.870], [6.661, 2.880, 1.131], [6.744, 1.279, 0.379], [7.355, 1.896, 3.328], [7.744, 0.360, 2.528], [4.039, 2.236, 2.244], [4.944, 2.618, 3.752], [2.604, 2.344, 4.355], [3.511, 0.952, 4.982], [0.923, -2.252, 2.342], [0.677, 2.800, 3.119], [0.145, 2.322, 1.513], [1.823, 2.861, 1.764]],
  "homo_ev": -0.66,
  "charge": -2,
  "lumo_energy_ev": 2.71
}


(2)
{
  "formula": "C48H67BIN9O9P2S4Sn",
  "method": "wB97M-V/def2-TZVPD",
  "symbols": ["Sn", "C", "C", "C", "C", "N", "N", "B", "N", "N", "C", "C", "C", "C", "C", "S", "C", "C", "C", "C", "N", "N", "C", "C", "C", "C", "C", "S", "C", "C", "C", "C", "C", "S", "C", "C", "C", "C", "H", "H", "H", "H", "H", "H", "H", "H", "H", "H", "H", "H", "H", "H", "H", "H", "H", "H", "H", "H", "H", "H", "H", "H", "H", "H", "H", "H", "H", "H", "H", "H", "H", "H", "H", "H", "H", "H", "H", "N", "C", "C", "P", "O", "O", "O", "P", "O", "O", "O", "H", "H", "H", "H", "H", "H", "H", "H", "I", "C", "C", "C", "C", "C", "C", "C", "O", "O", "H", "H", "H", "H", "S", "C", "N", "C", "C", "C", "N", "H", "H", "H", "H", "H", "H", "H", "H", "C", "C", "O", "C", "C", "C", "C", "C", "C", "H", "H", "H", "H", "H", "H", "H", "H"],
  "xyz": [[2.064, 0.220, 0.229], [-0.601, -2.120, 3.090], [-1.471, -1.154, 2.366], [-2.265, -0.258, 3.000], [-3.067, 0.660, 2.260], [-3.086, 0.638, 0.968], [-2.291, -0.246, 0.333], [-2.334, -0.151, -1.171], [-1.640, 1.044, -1.772], [-2.973, 1.170, -1.723], [-3.643, 2.147, -2.233], [-2.850, 3.184, -2.808], [-1.492, 3.126, -2.815], [-0.667, 4.231, -3.375], [-0.794, 1.962, -2.266], [0.850, 1.826, -2.228], [-5.152, 2.132, -2.221], [-5.658, 3.383, -1.493], [-5.668, 0.874, -1.524], [-5.634, 2.144, -3.679], [-2.737, -1.406, -1.911], [-3.717, -1.995, -1.186], [-4.107, -3.186, -1.490], [-3.510, -3.887, -2.581], [-2.566, -3.292, -3.344], [-1.892, -4.008, -4.467], [-2.166, -1.930, -3.034], [-1.072, -1.085, -3.959], [-5.230, -3.783, -0.655], [-5.349, -3.049, 0.681], [-6.539, -3.632, -1.442], [-4.959, -5.268, -0.387], [-1.450, -1.127, 0.918], [-0.445, -2.087, -0.012], [-3.923, 1.696, 2.974], [-3.024, 2.527, 3.899], [-4.996, 0.972, 3.797], [-4.594, 2.633, 1.971], [-0.838, -2.124, 4.154], [0.448, -1.859, 2.947], [-0.710, -3.122, 2.674], [-2.290, -0.233, 4.082], [-3.350, 4.044, -3.233], [-1.294, 5.038, -3.749], [-0.031, 3.851, -4.177], [0.011, 4.606, -2.606], [-5.293, 3.412, -0.464], [-6.749, 3.374, -1.472], [-5.343, 4.299, -1.996], [-5.271, 0.789, -0.512], [-5.380, -0.027, -2.069], [-6.757, 0.910, -1.476], [-5.324, 3.050, -4.201], [-6.724, 2.101, -3.701], [-5.245, 1.283, -4.226], [-3.807, -4.905, -2.794], [-2.407, -4.941, -4.692], [-0.859, -4.228, -4.192], [-1.848, -3.379, -5.355], [-5.550, -1.988, 0.536], [-4.425, -3.135, 1.257], [-6.164, -3.486, 1.262], [-6.766, -2.577, -1.609], [-7.367, -4.078, -0.886], [-6.478, -4.127, -2.413], [-3.966, -5.415, 0.042], [-5.036, -5.872, -1.292], [-5.695, -5.650, 0.322], [-2.588, 1.924, 4.698], [-3.611, 3.321, 4.365], [-2.211, 2.981, 3.331], [-4.555, 0.334, 4.564], [-5.621, 0.349, 3.154], [-5.637, 1.701, 4.297], [-3.849, 3.121, 1.339], [-5.156, 3.398, 2.510], [-5.285, 2.090, 1.325], [5.793, -1.902, 3.046], [4.279, -2.028, 3.113], [3.881, -2.985, 4.225], [3.706, -2.668, 1.455], [5.043, -3.541, 1.045], [2.569, -3.588, 1.623], [3.704, -1.461, 0.568], [3.758, -0.243, 3.332], [3.735, -0.148, 4.960], [2.375, -0.028, 2.799], [4.940, 0.537, 2.848], [6.171, -2.579, 2.379], [6.208, -2.042, 3.965], [5.947, -0.901, 2.753], [4.346, -3.963, 4.078], [2.804, -3.137, 4.189], [4.151, -2.589, 5.205], [4.766, -4.446, 0.862], [4.121, 0.694, 5.227], [9.440, -0.235, -3.032], [7.818, 0.637, -2.039], [6.848, -0.176, -1.475], [5.773, 0.405, -0.817], [5.674, 1.785, -0.714], [6.656, 2.586, -1.284], [7.730, 2.019, -1.955], [4.529, 2.448, 0.018], [4.602, 3.618, 0.337], [3.490, 1.691, 0.212], [6.920, -1.254, -1.558], [5.010, -0.221, -0.380], [6.569, 3.659, -1.184], [8.491, 2.645, -2.401], [-0.304, 2.368, 1.199], [0.239, 2.828, 2.726], [0.853, 1.963, 3.542], [1.408, 2.359, 4.825], [1.919, 3.788, 4.730], [0.767, 4.683, 4.305], [0.067, 4.091, 3.168], [1.159, 1.083, 3.139], [2.202, 1.656, 5.073], [0.644, 2.284, 5.608], [2.719, 3.834, 3.988], [2.315, 4.123, 5.688], [1.135, 5.665, 4.004], [0.073, 4.828, 5.138], [-0.352, 4.700, 2.486], [3.100, -2.736, -2.351], [3.548, -1.318, -2.556], [3.025, -0.396, -1.955], [4.643, -1.010, -3.515], [5.394, -2.012, -4.123], [6.431, -1.680, -4.982], [6.713, -0.346, -5.242], [5.960, 0.658, -4.644], [4.931, 0.328, -3.781], [2.304, -2.760, -1.613], [3.935, -3.349, -2.007], [2.743, -3.147, -3.297], [5.179, -3.053, -3.922], [7.022, -2.460, -5.444], [7.526, -0.088, -5.908], [6.185, 1.697, -4.844], [4.342, 1.094, -3.293]],
  "homo_ev": -6.89,
  "de_lowest_kj_mol": 3.7,
  "lumo_energy_ev": 0.00
}


Number 1: E -5619.1175 hartree. Number 2: E -5851.9614 hartree.